<i>
Computed, not measured: 2 unconnected molecules or ions with the total composition C15H18, with the ωB97M-V functional and the def2-TZVPD basis.

ORCA input file:
```
! RIJCOSX wB97M-V def2-TZVPD def2/J DEFGRID3
* xyz -1 2
C -3.63767 0.07698 0.27828
C -4.98548 -0.33255 -0.23012
C -2.46452 -0.11929 -0.66062
C -2.23415 -1.36666 -1.16496
C -1.51988 0.90741 -0.89012
C -1.25193 -1.59845 -2.13987
C -0.47067 0.58390 -1.70510
C -0.30298 -0.65709 -2.34308
H -3.62317 1.18365 0.49634
H -3.39301 -0.38403 1.23433
H -5.46301 -1.11649 0.33763
H -2.75500 -2.23969 -0.83369
H -1.79577 1.96162 -0.61211
H -1.39654 -2.51849 -2.68348
H 0.39262 1.23562 -1.85979
H 0.56124 -0.66303 -2.96649
H -5.03204 -0.61805 -1.33913
H -5.71291 0.46885 -0.49951
C 3.51018 2.15980 0.08419
C 2.70627 -1.47962 0.84202
C 2.61057 -1.44689 2.19376
C 2.75141 -0.28213 0.10021
C 3.15884 0.88593 0.76236
C 2.71161 -0.19432 2.87473
C 2.96988 0.96042 2.19694
H 2.85196 -2.38656 0.27127
H 2.56423 -2.32722 2.82641
H 2.66223 -0.17724 -0.95488
H 2.57477 -0.11294 3.94486
H 3.84585 2.05207 -0.93153
H 4.38247 2.63299 0.56030
H 3.02052 1.92522 2.64965
H 2.76410 2.98629 0.16122
*
```

The HOMO-LUMO gap (spin up / spin down) comes out at 2.2 / 9.0 eV. The HOMO energy (spin up / spin down) is 1.2 / -5.6 eV. The expectation value of S² is 0.751.

---

<ii>
Computed, not measured: 2 unconnected molecules or ions with the total composition C15H18, with the ωB97M-V functional and the def2-TZVPD basis.

ORCA input file:
```
! RIJCOSX wB97M-V def2-TZVPD def2/J DEFGRID3
* xyz -1 2
C -1.13549 0.65099 3.23956
C -1.77211 -0.46194 4.14761
C -1.10372 0.07452 1.79903
C -0.40719 -0.96088 1.29600
C -2.14431 0.60859 0.90799
C -0.58577 -1.33939 -0.03289
C -2.24398 0.29993 -0.35032
C -1.40904 -0.68666 -0.91814
H -1.57237 1.62603 3.47729
H -0.06985 0.65610 3.59372
H -2.61568 -1.02990 4.00262
H 0.46898 -1.35457 1.83703
H -2.91028 1.04096 1.43971
H -0.08886 -2.22509 -0.32041
H -2.82950 0.68060 -1.17073
H -1.58032 -0.85187 -2.02358
H -2.22065 -0.01862 5.05188
H -1.02213 -1.25162 4.53373
C 1.39596 -0.32594 -4.11437
C 2.97362 0.42520 -0.65928
C 1.83158 0.97382 -0.07503
C 2.95241 -0.14011 -1.95290
C 1.74261 -0.05031 -2.64076
C 0.61334 1.14232 -0.83746
C 0.61699 0.50042 -2.06975
H 3.89432 0.31073 -0.10449
H 2.03222 1.36463 0.94638
H 3.74932 -0.65683 -2.51293
H -0.24075 1.57261 -0.38301
H 1.65675 0.50240 -4.72070
H 0.28346 -0.58411 -4.09932
H -0.18645 0.66012 -2.75473
H 1.92688 -1.15213 -4.53176
*
```

The HOMO-LUMO gap (spin up / spin down) comes out at 2.8 / 7.5 eV. The HOMO energy (spin up / spin down) is 0.9 / -4.0 eV. The expectation value of S² is 0.758.

---

The structure with the greatest stability is <i>.

---

<i>
Computed, not measured: 15 unconnected molecules or ions with the total composition C2H33O15, with the ωB97M-V functional and the def2-TZVPD basis.

ORCA input file:
```
! RIJCOSX wB97M-V def2-TZVPD def2/J DEFGRID3
* xyz -1 1
C -0.93837 0.25121 -0.81493
C -0.81030 1.39794 0.16070
O -0.34972 0.82363 1.29894
H -0.08171 -0.41349 -0.82762
H -1.01051 0.64677 -1.77861
H -1.82435 -0.36370 -0.56872
H -1.65144 2.05890 0.36476
H 0.00869 2.08154 -0.12628
O 0.87978 0.47430 3.60268
H 0.35850 0.63779 2.83132
H 0.36984 -0.27872 3.92512
O 0.38091 -0.33867 -3.70374
H 0.67324 0.56046 -3.52861
H 0.30034 -0.50775 -4.67807
O 2.33059 0.75505 0.72311
H 1.38586 0.66143 0.93353
H 2.62091 -0.16935 0.78786
O 2.53317 2.90639 -0.76550
H 3.09098 3.22789 -0.01167
H 2.32545 2.03186 -0.50527
O -2.80656 -2.49223 0.33624
H -1.91012 -2.28305 0.57857
H -3.26609 -2.60082 1.16314
O 0.04061 -3.58482 -1.51236
H 0.08368 -2.99715 -0.74742
H -0.40981 -2.98029 -2.11267
O 0.17636 3.23329 2.65141
H -0.24508 2.66044 1.96905
H 1.02611 2.90542 2.86670
O 2.04483 -1.78204 -2.32872
H 1.68080 -2.67533 -2.48301
H 1.34252 -1.17519 -2.69890
O -0.18639 -2.06420 1.03483
H -0.48478 -1.14821 0.99359
H -0.35010 -2.26940 1.96979
O -1.66410 2.16217 4.25360
H -0.94117 2.43074 3.70240
H -2.28878 1.76393 3.64075
O -1.68743 -2.05916 -2.82993
H -1.38874 -1.19325 -3.01283
H -2.37780 -1.91099 -2.18993
O 1.11122 2.19128 -3.45672
H 1.96068 2.69423 -3.49903
H 0.76996 2.50507 -2.63489
O -2.64763 0.02905 2.51707
H -1.84657 0.32426 2.04733
H -2.99850 -0.57389 1.87037
O 2.55415 -1.96543 0.33231
H 1.79927 -1.76928 0.83838
H 2.31761 -1.81865 -0.57815
*
```

The HOMO-LUMO gap comes out at 8.6 eV. The HOMO energy is -6.1 eV.

---

<ii>
Computed, not measured: 15 unconnected molecules or ions with the total composition C2H33O15, with the ωB97M-V functional and the def2-TZVPD basis.

ORCA input file:
```
! RIJCOSX wB97M-V def2-TZVPD def2/J DEFGRID3
* xyz -1 1
C -0.70344 -0.83597 0.80523
O -1.81905 -0.29951 0.12709
C -1.15784 -1.56903 2.04449
H -0.00469 0.04576 0.83474
H -0.32866 -1.65487 0.13838
H -0.35027 -1.73383 2.71743
H -1.49674 -2.59608 1.86242
H -2.11794 -1.17971 2.50660
H -2.17800 -3.91031 -0.93747
H -1.96698 -2.60672 -1.63802
O -1.55559 -3.47673 -1.52865
H -2.67821 0.39678 1.21994
H -3.85051 1.31278 1.46101
O -3.26749 0.75119 1.98508
H -4.15756 -0.93035 0.85271
H -3.28101 -1.02189 -0.33719
O -4.28120 -1.04822 -0.10954
H -0.35872 2.31329 -0.70724
H -1.65803 1.21608 -0.71566
O -1.22055 2.03533 -1.00790
H -0.82111 2.46165 1.95624
H -1.76450 1.28853 2.36008
O -0.96915 1.81551 2.64793
H 0.93493 0.68971 1.46182
H 2.17606 -0.07391 0.92098
O 1.89085 0.79400 1.24126
H -1.57100 -0.48677 -1.55026
H -2.04709 0.04390 -2.96576
O -1.39887 -0.50375 -2.52324
H 2.18891 1.68783 -2.59376
H 3.23617 2.86130 -2.44273
O 2.90905 2.04997 -2.07120
H 3.78207 -1.43212 -2.09331
H 2.29671 -2.12677 -1.81249
O 2.92010 -1.39878 -1.68362
H 1.50359 2.57005 0.98294
H 2.03639 3.80390 0.12463
O 1.29713 3.43022 0.60562
H 0.24508 -3.25283 -1.52088
H 0.79581 -3.60368 -2.84444
O 1.09853 -3.46623 -1.94601
H 4.42901 1.51843 -0.48235
H 3.90944 1.69724 0.91343
O 4.70092 1.87256 0.37614
H 0.18672 1.47279 3.84293
H 0.78392 0.20858 4.49823
O 0.78700 1.16082 4.55439
H 0.20380 0.08625 -3.18830
H 1.57905 -0.41558 -2.81295
O 1.11298 0.03917 -3.52871
*
```

The HOMO-LUMO gap comes out at 9.1 eV. The HOMO energy is -6.5 eV.

---

The structure with the greatest stability is <i>.

---

<i>
Computed, not measured: a gas-phase ion, C5H13BN (charge +1), with the ωB97M-V functional and the def2-TZVPD basis.

ORCA input file:
```
! RIJCOSX wB97M-V def2-TZVPD def2/J DEFGRID3
* xyz 1 1
C 2.73202 -0.57702 -0.20976
B 1.34852 -0.05493 0.18523
C 0.70541 1.38765 0.28800
C -0.62633 1.11369 -0.44178
N -1.21910 0.06583 0.37022
C -2.39676 -0.58240 -0.22745
C -0.03539 -0.93977 0.41824
H 2.63278 -0.60372 -1.27188
H 2.93222 -1.51801 0.26451
H 3.55068 0.11591 0.14969
H 0.57075 1.91386 1.36218
H 1.22063 2.14273 -0.25283
H -1.20254 1.95172 -0.38472
H -0.49333 0.58481 -1.32692
H -1.42759 0.28851 1.37913
H -2.37727 -1.61800 0.02332
H -3.32934 -0.06296 0.21974
H -2.35370 -0.41986 -1.25249
H -0.10787 -1.55048 -0.49732
H -0.12380 -1.63756 1.20489
*
```

The structure (SMILES) is CB1CC[N@@H+](C)C1. The HOMO-LUMO gap comes out at 11.7 eV. The HOMO energy is -14.9 eV.

---

<ii>
Computed, not measured: a gas-phase ion, C5H13BN (charge +1), with the ωB97M-V functional and the def2-TZVPD basis.

ORCA input file:
```
! RIJCOSX wB97M-V def2-TZVPD def2/J DEFGRID3
* xyz 1 1
C -1.42834 2.17406 -1.00927
B -0.36916 1.09591 -0.55718
C -0.00589 -0.10261 -1.61067
C 0.77191 -1.13643 -0.71966
N 0.23869 -0.77588 0.69114
C 0.76596 -1.47381 1.91837
C 0.31783 0.70916 0.74004
H -1.14782 2.47557 -2.05238
H -1.52685 3.00858 -0.33408
H -2.39335 1.52619 -1.09368
H -1.09130 -0.55122 -1.76289
H 0.45022 0.20555 -2.53955
H 0.39667 -2.20413 -0.93697
H 1.94299 -1.13809 -0.71695
H -0.67393 -1.00784 0.48333
H 1.66547 -2.14689 1.86192
H 1.03766 -0.63194 2.49706
H -0.12324 -1.99400 2.49960
H 1.39615 0.88704 0.97814
H -0.22367 1.08079 1.66370
*
```

The structure (SMILES) is CB1CC[N@@H+](C)C1. The HOMO-LUMO gap comes out at 11.3 eV. The HOMO energy is -14.9 eV.

---

The structure with the greatest stability is <i>.

---

<i>
Computed, not measured: 2 unconnected molecules or ions with the total composition C6H9N2O2, with the ωB97M-V functional and the def2-TZVPD basis.

ORCA input file:
```
! RIJCOSX wB97M-V def2-TZVPD def2/J DEFGRID3
* xyz -1 1
C 1.30235 -3.67224 -1.61512
C -0.81307 -1.11580 -0.31992
C 1.29158 -1.56249 -0.07559
C 0.73185 -2.46666 -0.91776
N 0.28741 -0.72282 0.34977
N -0.61007 -2.18201 -1.05827
H 0.51163 0.26245 0.60808
H -1.77469 -0.62912 -0.24766
H 2.30583 -1.41281 0.25757
H 1.92731 -3.39922 -2.46817
H 0.48082 -4.25948 -1.98181
H 1.93532 -4.24068 -0.93146
C -0.64955 3.18446 -0.42116
C -0.61066 2.72363 1.06281
O 0.20966 1.78919 1.27845
O -1.35371 3.27005 1.88523
H -1.00442 4.20901 -0.52694
H -1.29223 2.48673 -0.95387
H 0.37612 3.13254 -0.78693
*
```

The HOMO-LUMO gap comes out at 8.2 eV. The HOMO energy is -4.7 eV.

---

<ii>
Computed, not measured: 2 unconnected molecules or ions with the total composition C6H9N2O2, with the ωB97M-V functional and the def2-TZVPD basis.

ORCA input file:
```
! RIJCOSX wB97M-V def2-TZVPD def2/J DEFGRID3
* xyz -1 1
C 0.66408 3.20295 1.22299
C 0.41953 0.57921 -1.22931
C 0.18676 2.05488 0.36328
C -0.96506 1.35668 0.29845
N 1.09422 1.56527 -0.62144
N -0.79556 0.34806 -0.62956
H 0.62172 -0.03187 -2.06583
H -1.45463 -0.25706 -1.07824
H -1.84383 1.62337 0.87999
H 0.32708 4.13964 0.86592
H 1.76004 3.04374 1.11555
H 0.43964 2.95043 2.29148
C 0.15891 -3.05543 0.55508
C -0.37374 -2.81011 -1.04037
O -0.99536 -3.77507 -1.49796
O 0.15327 -1.81926 -1.58706
H -0.08060 -4.07534 0.67318
H -0.48145 -2.32606 1.05026
H 1.16498 -2.71404 0.43360
*
```

The HOMO-LUMO gap comes out at 7.6 eV. The HOMO energy is -4.0 eV.

---

<iii>
Computed, not measured: a molecular structure, C6H9N2O2, with the ωB97M-V functional and the def2-TZVPD basis.

ORCA input file:
```
! RIJCOSX wB97M-V def2-TZVPD def2/J DEFGRID3
* xyz -1 1
C -2.66225 1.13799 -2.82465
C -1.62837 -0.27128 0.30294
C -0.68085 0.94645 -1.18243
C -1.96007 0.63336 -1.59245
N -0.47508 0.36665 0.03122
N -2.55538 -0.13584 -0.63929
H 0.61720 0.46423 0.64990
H -1.80788 -0.73945 1.26599
H 0.09316 1.54305 -1.64242
H -3.07434 2.12877 -2.64288
H -3.52618 0.52032 -3.06584
H -1.94899 1.10222 -3.65188
C 1.70719 -1.81182 1.11905
C 2.38149 -0.49023 1.47188
O 1.62332 0.55195 1.34178
O 3.55007 -0.45446 1.82589
H 0.63849 -1.78402 1.29886
H 2.23459 -2.63936 1.58995
H 1.92591 -2.02387 0.06958
*
```

The HOMO-LUMO gap comes out at 8.2 eV. The HOMO energy is -4.4 eV.

---

<iv>
Computed, not measured: 2 unconnected molecules or ions with the total composition C6H9N2O2, with the ωB97M-V functional and the def2-TZVPD basis.

ORCA input file:
```
! RIJCOSX wB97M-V def2-TZVPD def2/J DEFGRID3
* xyz -1 1
C -1.58007 1.54356 2.39184
C -0.09038 1.67464 2.90759
O 0.54737 0.60293 3.02365
O 0.24716 2.82805 3.24161
H -1.64439 2.17448 1.51054
H -2.21928 1.71489 3.25260
H -1.71502 0.48773 2.15874
C 1.36671 -0.70346 0.15609
C 0.67586 -0.78748 -1.15039
C 0.29777 -0.22660 -3.20625
C -0.08656 -1.78205 -1.69582
N 0.94462 0.14784 -2.13073
N -0.32586 -1.41319 -3.00226
H 0.52343 0.22692 -4.15874
H 2.36295 -1.14648 0.14141
H 0.80883 -1.17602 0.95987
H -1.05252 -1.81287 -3.56949
H -0.58825 -2.66651 -1.34054
H 1.52761 0.31362 0.51029
*
```

The HOMO-LUMO gap comes out at 6.7 eV. The HOMO energy is -3.8 eV.

---

The structure with the greatest stability is <iii>.

---

<i>
Computed, not measured: 2 unconnected molecules or ions with the total composition C6H9N2O2, with the ωB97M-V functional and the def2-TZVPD basis.

ORCA input file:
```
! RIJCOSX wB97M-V def2-TZVPD def2/J DEFGRID3
* xyz -1 1
C 1.53797 3.00192 1.37188
C 0.96190 1.76775 2.11955
O -0.08988 1.99058 2.74806
O 1.58866 0.66958 2.06968
H 1.11743 2.97553 0.36617
H 2.62150 3.11972 1.36947
H 1.16443 3.85713 1.93399
C -2.21259 -1.85448 -2.13826
C -0.87533 -0.77315 -0.18778
C -1.04812 -1.57901 -1.27466
C 0.98204 -1.81436 -0.63491
N 0.41542 -0.93432 0.21919
N 0.14406 -2.22363 -1.55846
H -1.45431 0.06330 0.17056
H 0.89879 -0.46306 1.00953
H -2.00813 -1.96228 -3.20166
H -2.93233 -1.02125 -2.11965
H 2.00400 -2.12655 -0.48258
H -2.81552 -2.69340 -1.78014
*
```

The HOMO-LUMO gap comes out at 8.4 eV. The HOMO energy is -4.7 eV.

---

<ii>
Computed, not measured: 2 unconnected molecules or ions with the total composition C6H9N2O2, with the ωB97M-V functional and the def2-TZVPD basis.

ORCA input file:
```
! RIJCOSX wB97M-V def2-TZVPD def2/J DEFGRID3
* xyz -1 1
C -0.07129 0.15386 2.56045
C -0.73299 -1.00477 3.38742
O -1.81724 -0.70947 3.93309
O -0.05062 -2.06199 3.39793
H 0.71767 -0.28828 1.97791
H 0.14130 1.00717 3.18028
H -0.86284 0.48111 1.86910
C 0.22944 -1.31454 -0.50131
C 0.25491 -0.17001 -1.47032
C 0.89562 0.91464 -3.19989
C -0.47465 0.98651 -1.48114
N 1.10104 -0.20767 -2.54862
N -0.07237 1.68494 -2.59090
H 1.47929 1.23263 -4.04695
H -0.32151 -2.11758 -0.99621
H -0.35574 -1.07712 0.37799
H -0.28397 2.61887 -2.89684
H -1.04232 1.42173 -0.67637
H 1.26627 -1.55005 -0.27561
*
```

The HOMO-LUMO gap comes out at 6.7 eV. The HOMO energy is -3.8 eV.

---

<iii>
Computed, not measured: 2 unconnected molecules or ions with the total composition C6H9N2O2, with the ωB97M-V functional and the def2-TZVPD basis.

ORCA input file:
```
! RIJCOSX wB97M-V def2-TZVPD def2/J DEFGRID3
* xyz -1 1
C -1.77238 1.77940 1.32865
C -1.88811 0.45728 0.86845
C -1.30527 -1.35706 -0.18422
C -2.20903 -0.69008 1.65535
N -1.56471 -0.10753 -0.35804
N -2.07240 -1.79157 0.90840
H -0.67844 -1.89455 -0.92653
H -2.71677 2.33053 1.48665
H -1.41406 2.48296 0.54862
H -2.18631 -2.64988 1.26540
H -2.66547 -0.75410 2.62324
H -1.18590 1.78590 2.28154
C 3.40140 0.56020 -1.93517
C 2.72401 -0.66958 -1.38961
O 1.77479 -0.34946 -0.70606
O 3.07332 -1.86491 -1.51226
H 3.28754 0.64431 -3.06520
H 4.40096 0.61232 -1.46774
H 2.99685 1.47583 -1.42147
*
```

The HOMO-LUMO gap comes out at 6.6 eV. The HOMO energy is -3.3 eV.

---

The structure with the greatest stability is <i>.

---

<i>
Computed, not measured: a gas-phase ion, CHN2OS (charge -1), with the ωB97M-V functional and the def2-TZVPD basis.

ORCA input file:
```
! RIJCOSX wB97M-V def2-TZVPD def2/J DEFGRID3
* xyz -1 1
N -1.91120 0.69728 0.80074
C -0.98510 0.28910 0.24339
N -0.14151 -0.09228 -0.64963
O 0.04559 -1.60186 -0.14676
S 1.44615 0.65059 -0.76341
H 1.54607 0.05718 0.51568
*
```

The structure (SMILES) is N#CN([O-])S. The HOMO-LUMO gap comes out at 7.1 eV. The HOMO energy is -3.7 eV.

---

<ii>
Computed, not measured: 2 unconnected molecules or ions with the total composition CHN2OS, with the ωB97M-V functional and the def2-TZVPD basis.

ORCA input file:
```
! RIJCOSX wB97M-V def2-TZVPD def2/J DEFGRID3
* xyz -1 1
C 1.07785 -0.81296 -0.73246
N -1.21288 0.59523 0.63576
N -0.02916 0.92860 0.66584
O 2.12376 -0.40248 -1.14865
S -0.19878 -1.64830 -0.49984
H -1.76079 1.33991 1.07936
*
```

The HOMO-LUMO gap (spin up / spin down) comes out at 5.0 / 5.0 eV. The HOMO energy (spin up / spin down) is -1.2 / -1.2 eV.

---

<iii>
Computed, not measured: 2 unconnected molecules or ions with the total composition CHN2OS, with the ωB97M-V functional and the def2-TZVPD basis.

ORCA input file:
```
! RIJCOSX wB97M-V def2-TZVPD def2/J DEFGRID3
* xyz -1 1
C 1.16443 -1.15747 0.49012
N 2.24974 -0.76264 0.42206
N -1.12560 0.91588 -0.65792
O -1.72928 1.43544 0.29147
S -0.23665 -1.97096 0.34833
H -0.32264 1.53975 -0.89406
*
```

The HOMO-LUMO gap comes out at 6.5 eV. The HOMO energy is -3.4 eV.

---

The structure with the greatest stability is <iii>.